Entry 1:
This record from the OMol25 dataset describes an isolated molecule of C6H15NO at a distorted geometry. The level of theory is ωB97M-V/def2-TZVPD.

Structure (XYZ):
```
23
Properties=species:S:1:pos:R:3:forces:R:3:mulliken_charge:R:1
C -0.47689 -2.58658 0.86498 -0.2008 -1.0407 -0.7394 -1.20
C 0.43592 -1.81136 -0.07416 -0.1238 0.1611 -0.2527 -0.73
N 0.25725 -0.36819 0.03725 1.5778 1.3041 -0.0480 0.27
C 1.36553 0.18967 0.91459 -1.7801 0.0604 0.5040 -0.74
C 0.87934 1.48445 1.63156 -0.0796 -0.6158 -1.4017 -0.97
C 0.22797 0.35074 -1.27022 -0.7691 -0.0756 0.1651 -0.74
C -1.20699 0.79934 -1.58958 0.5021 0.4793 0.4998 -0.54
O -1.52633 1.96979 -0.81787 0.0349 -0.3132 -0.4519 -0.54
H -0.61150 -2.12246 1.82947 -0.1611 0.5624 0.1154 0.31
H -1.44648 -2.79143 0.37460 0.2861 0.1838 0.5288 0.28
H -0.00339 -3.54756 1.10672 -0.2322 -0.0287 -0.2591 0.37
H 1.45279 -2.11544 0.18022 0.3330 0.2131 -0.2356 0.39
H 0.29114 -2.03709 -1.13807 -0.1846 -0.5634 0.3432 0.43
H 2.26929 0.32806 0.31802 0.1907 -0.1293 0.2479 0.40
H 1.46560 -0.55497 1.70044 0.5593 -0.1605 -0.1069 0.51
H -0.19238 1.39828 1.51882 -0.3503 0.3614 0.2649 0.14
H 1.20502 2.36147 1.07868 -0.0038 0.2505 0.2447 0.27
H 1.08321 1.56305 2.68921 0.4795 -0.0770 0.1446 0.38
H 0.69003 1.34668 -1.16571 0.6015 -0.6391 -0.1366 0.31
H 0.64343 -0.25405 -2.12644 -0.0860 0.6061 0.8235 0.45
H -1.91440 0.02569 -1.29812 -0.1601 -0.2684 -0.6376 0.26
H -1.24471 1.14053 -2.62178 -0.3639 -0.3623 -0.1457 0.37
H -1.61500 1.64167 0.07432 -0.0695 0.0916 0.5337 0.30
```
Forces are in eV/Å.

The energy relative to the best compared isomer or geometry (same formula, charge and spin) is 47.8 kcal/mol. The value obtained for the HOMO energy is -0.322 Eh. As for the multiplicity: 1. The structure (SMILES) is CCN(CC)CCO. The gap between HOMO and LUMO is 9.868 eV.

=====

Entry 2:
This record from the OMol25 dataset describes a structure of composition C17H26F6NOOsP at a distorted geometry. The level of theory is ωB97M-V/def2-TZVPD.

Structure (XYZ):
```
53
Properties=species:S:1:pos:R:3:forces:R:3:lowdin_spin:R:1
C -2.70674 0.71784 -3.06423 0.2732 0.1106 0.0455 0.08
C -1.75877 -0.27456 -3.29832 -0.0729 -0.1883 -0.0219 -0.01
C -0.66598 -0.46612 -2.44794 -0.1212 -0.0612 -0.3564 0.06
C -0.43497 0.43813 -1.40229 -0.0572 0.2808 0.2477 0.02
C -1.43206 1.39653 -1.13189 0.0136 0.4159 -0.0359 0.07
C -2.53836 1.54735 -1.96416 0.2168 0.0774 0.4437 0.00
C 0.21558 -1.64805 -2.65526 0.1992 -1.0324 -0.2188 0.01
C 1.12178 -1.99492 -1.46815 -0.6594 -0.9334 -0.5294 0.02
N 2.12495 -0.95415 -1.39959 2.0264 -1.6614 -1.8067 0.06
Os 1.24433 0.37993 -0.25348 -2.8764 -0.0875 0.7221 2.07
C -1.34371 2.25264 0.08228 -0.9141 0.0509 -0.2826 0.22
P 0.32380 2.09608 1.02643 -0.5819 2.5620 1.8353 0.26
H -1.89748 -0.93619 -4.15482 0.1032 0.0237 0.3106 0.00
H -3.27079 2.31850 -1.71749 0.1448 -0.2506 -0.1171 0.00
H -3.57614 0.85250 -3.70789 0.3039 -0.1617 0.0852 0.00
H -2.15190 2.00416 0.78898 0.4395 -0.1276 -0.1582 0.01
H -1.47090 3.31422 -0.16895 0.2737 -0.1259 0.1806 0.01
H -0.40538 -2.52612 -2.85335 -0.0034 0.1203 -0.0692 0.00
H 0.80627 -1.48761 -3.57299 0.0632 -0.2349 0.2104 0.00
H 0.55896 -1.90528 -0.52887 -0.0272 -0.9684 -0.4174 0.00
C -0.45405 2.19750 2.69950 -0.1131 -0.3090 0.6302 0.07
C 1.00733 3.73318 0.63133 0.3348 0.1832 -0.0590 0.01
H 1.63644 -2.96933 -1.56130 -0.5941 0.2470 -0.0104 0.01
C 3.43077 -1.31068 -0.78298 0.5293 -0.0982 -0.0132 0.02
C 2.59190 1.43320 -1.37611 -0.5542 1.6293 0.1323 0.01
H 1.59649 1.81011 1.96437 0.2542 -0.4881 -0.6588 0.29
H 3.53454 -0.88384 0.22214 -0.1003 -0.3483 0.1066 0.00
H 3.51255 -2.39979 -0.77293 0.2687 0.2068 0.2030 0.00
H 4.22913 -0.84713 -1.37418 -0.1452 -0.3476 0.1401 0.00
H 1.93131 2.10785 -1.93697 0.4326 0.2841 0.0827 0.02
H 3.10914 1.98617 -0.58039 0.2384 0.2492 -0.3531 0.01
H 3.31069 1.01334 -2.09631 -0.3573 -0.1660 0.5784 0.00
H 0.61144 4.12486 -0.30168 -0.1053 0.0315 -0.0177 0.00
H 0.78787 4.42013 1.44541 -0.0993 0.1091 -0.0380 0.00
H 2.08883 3.68799 0.53528 0.0835 0.0004 0.0505 0.00
H -1.47809 1.82470 2.71583 0.1657 0.1454 -0.2147 0.01
H 0.09628 1.62189 3.44449 0.0687 0.0211 -0.1128 0.01
H -0.44257 3.23688 3.02165 0.0034 0.1052 -0.1151 0.00
H 2.34044 -0.71319 -2.37859 -0.1921 0.2130 0.6111 0.00
C -0.09408 -3.07235 2.23926 0.8390 -0.3509 -0.0958 0.04
C -0.78808 -1.74417 1.95137 -2.5945 -0.6095 0.3545 0.05
O 0.01511 -0.78453 1.38646 0.8848 0.1227 -0.3939 0.52
C -2.03903 -2.06906 1.01607 -0.8630 -0.5815 -0.4621 0.00
F -2.86438 -3.04693 1.48791 1.2147 1.2381 -0.2654 0.00
F -2.81469 -0.98431 0.76835 0.8646 -0.6118 0.0786 0.00
F -1.57559 -2.52909 -0.19037 -0.1662 0.5174 0.6769 0.00
C -1.42400 -1.29614 3.35726 -0.1321 0.2040 1.4445 0.02
F -2.20821 -2.24310 3.95942 1.3449 1.0103 -1.2605 0.01
F -0.39825 -1.02139 4.21526 -0.9307 -0.0512 -0.9034 0.00
F -2.20766 -0.19178 3.25076 0.8158 -0.7721 -0.1080 0.01
H -0.80858 -3.79511 2.64527 0.0299 0.2669 -0.0777 0.00
H 0.70672 -2.92635 2.97097 -0.1220 0.0011 -0.1944 0.00
H 0.31780 -3.49440 1.31541 -0.0475 0.1402 0.1971 0.00
```
Forces are in eV/Å.

The energy relative to the best compared isomer or geometry (same formula, charge and spin) is 59.7 kcal/mol. The charge is +2. The value obtained for the HOMO energy (spin up / spin down) is -0.578 / -0.575 Eh. As for the multiplicity: 5. The gap between HOMO and LUMO (spin up / spin down) is 7.990 / 4.991 eV. The expectation value of S² is 6.0501.

=====

Entry 3:
This record from the OMol25 dataset describes a structure of composition C20H48F6NO24S8V at a distorted geometry. The level of theory is ωB97M-V/def2-TZVPD.

Structure (XYZ):
```
108
Properties=species:S:1:pos:R:3:forces:R:3:mulliken_charge:R:1
O 0.60652 1.64666 -2.89298 0.3063 0.8421 -0.4308 -0.52
V 1.64458 0.49616 -2.85239 -1.5068 -0.9070 1.0506 1.16
O 1.75077 -0.17484 -4.24751 0.3744 -0.0672 -0.5109 -0.59
C 2.40766 -2.91011 -1.14362 0.0726 0.1914 0.1237 0.57
F 2.34166 -3.17556 -2.45016 -0.1468 -0.0091 0.7083 -0.22
F 1.17049 -2.81244 -0.63435 0.5988 -0.1813 -0.3060 -0.13
F 3.08230 -3.86694 -0.51208 -0.4081 0.1239 -0.3020 -0.23
S 3.40952 -1.33378 -0.91716 -0.0194 0.0916 -1.5706 0.97
O 4.09203 -1.44202 0.31214 -0.0575 -0.0554 0.9150 -0.52
O 4.16079 -1.24483 -2.12836 -0.3948 0.3041 -0.2471 -0.70
N 2.27550 -0.07936 -0.94997 1.5202 -0.7577 -0.2666 0.02
S 2.05268 0.42210 0.58534 -0.7636 0.4048 1.9178 0.52
O 1.33520 -0.61378 1.27829 -0.1915 0.2816 -0.1334 -0.37
O 3.16762 1.01896 1.24055 0.4342 0.0079 -0.5584 -0.47
C 0.93215 1.87351 0.37344 0.2105 0.0043 -0.3491 0.26
F 1.47269 2.77139 -0.44397 -0.0205 -0.2130 -0.2457 -0.26
F -0.21712 1.41374 -0.12156 -0.2462 0.3168 0.0332 0.32
F 0.75090 2.47254 1.53485 -0.2519 -0.4563 0.1244 -0.19
O 4.70738 -1.12800 6.18576 0.1177 -0.6565 0.5200 -0.65
S 4.80747 -0.28521 5.05043 -0.2922 0.4140 -0.6302 1.24
O 4.78896 1.13395 5.22852 -0.0522 0.0701 -0.1353 -0.66
O 6.12773 -0.68419 4.27616 0.1425 -0.0648 0.2747 -0.35
C 6.73674 0.28837 3.39375 0.5136 -0.0019 -0.1405 -0.22
C 7.09139 -0.38807 2.08518 -0.3595 0.2137 -0.5153 -0.89
C 3.57465 -0.77373 3.86908 -0.2982 0.6116 0.0116 -0.04
H 7.63578 0.66198 3.88589 -0.0631 -0.1467 0.1558 0.36
H 6.08154 1.14680 3.25977 -0.1211 -0.1005 -0.0503 0.32
H 7.89761 0.15888 1.59310 0.0427 -0.0414 0.0775 0.39
H 6.24716 -0.37601 1.39189 -0.0400 -0.0503 0.0995 0.05
H 7.38700 -1.42913 2.19697 0.1552 0.0523 0.2740 0.28
H 3.15014 -1.72893 4.15734 0.1163 -0.1122 -0.0825 0.04
H 3.99914 -0.77050 2.87042 0.1057 -0.2116 0.0101 -0.23
H 2.80449 -0.00430 3.87575 -0.0853 -0.0815 0.1773 0.34
O -1.64069 5.60083 3.65880 0.5716 0.4258 0.3588 -0.64
S -2.48355 4.86044 2.80382 -0.8295 -0.9405 0.3922 1.16
O -2.57161 5.11319 1.40880 0.1108 0.4339 -0.9691 -0.51
O -2.06838 3.33362 2.96839 -0.3082 0.3054 -0.0185 -0.43
C -2.47132 2.45059 1.90212 -0.3776 -0.4581 -0.4807 0.64
C -2.26754 1.06315 2.45852 1.3370 -0.0616 0.0987 -1.20
C -4.13825 4.89257 3.46328 0.0100 0.0440 0.0592 -0.98
H -1.91525 2.72063 1.00786 0.3870 -0.3365 0.1667 -0.62
H -3.51062 2.56464 1.56373 -0.1211 0.4065 0.6631 0.72
H -1.20973 0.94269 2.72233 -0.0800 0.1185 0.1135 0.27
H -2.43195 0.24701 1.75766 -0.5635 0.1851 -0.0900 -0.01
H -2.81487 0.95040 3.39154 -0.2647 -0.1907 -0.1606 0.45
H -4.75441 5.45677 2.76948 0.0150 0.1343 0.0620 0.35
H -4.07958 5.37076 4.43623 -0.0934 0.0256 0.0066 0.36
H -4.55036 3.89265 3.57038 0.1485 -0.0874 -0.0673 0.31
O 0.12557 -1.49917 6.40140 -0.0023 0.8789 -0.1219 -0.61
S 0.10928 -2.89234 6.17360 1.2867 -0.1639 -0.2694 1.15
O -0.97692 -3.67384 6.63001 -0.8616 -0.8066 0.3119 -0.62
O 0.30044 -3.13326 4.61537 -0.3587 0.4257 -0.4235 -0.21
C -0.29076 -4.29042 3.99573 -0.1511 -1.1164 0.4501 -0.34
C 0.53539 -4.60316 2.77090 0.5399 0.4031 -0.2647 -0.85
C 1.63366 -3.58406 6.72404 0.4263 -0.7668 0.5849 -0.91
H -1.36291 -4.15705 3.84469 0.1315 0.4916 -0.3640 0.31
H -0.26240 -5.13880 4.69098 0.2304 0.1417 0.0238 0.42
H 0.69560 -3.69582 2.18109 -0.1168 -0.0476 -0.0127 -0.02
H 0.14545 -5.37574 2.11037 -0.4070 0.0042 0.2119 0.41
H 1.52722 -4.94728 3.07505 -0.0356 0.0779 0.0697 0.30
H 1.51666 -3.92519 7.75256 -0.1393 0.2246 0.0540 0.42
H 2.48738 -2.91154 6.67398 -0.2679 0.3381 -0.1812 0.28
H 1.86467 -4.47503 6.14076 -0.1769 0.0290 -0.1286 0.31
O 0.59317 -3.22014 -6.67369 0.9890 -0.0389 -0.7630 -0.70
S -0.54002 -3.33043 -5.83454 -0.6290 -0.9089 1.0190 1.22
O -1.48719 -2.28104 -5.81050 -0.6837 1.1470 0.1004 -0.62
O -1.34346 -4.66561 -6.15081 0.8423 -0.5409 -0.5430 -0.27
C -1.67357 -4.89498 -7.56253 -1.2637 0.6745 0.8442 -0.26
C -2.33047 -6.24714 -7.63060 -0.1218 -0.8523 -0.9105 -1.20
C -0.03427 -3.77782 -4.18328 -0.4174 -0.1233 -1.3915 -0.24
H -0.82775 -4.75040 -8.22888 0.2630 -0.1981 0.2495 0.36
H -2.40724 -4.10840 -7.76431 0.0506 -0.1225 -0.3618 0.28
H -2.98260 -6.32183 -8.50831 0.1338 0.2869 -0.0292 0.37
H -2.98147 -6.49359 -6.79485 0.1921 0.3493 0.2708 0.32
H -1.62117 -7.06656 -7.76809 0.1396 0.1342 0.2977 0.31
H -0.88477 -4.28668 -3.74308 -0.0367 0.2460 0.3235 0.42
H 0.23014 -2.82882 -3.73005 0.2036 -0.2540 0.2814 -0.52
H 0.76534 -4.48854 -4.37241 0.2939 0.1972 0.4577 0.49
O -0.89540 6.89660 -4.68001 -0.1096 -0.1646 -0.5431 -0.62
S -1.57931 7.15044 -3.46063 1.4084 0.0672 0.7375 1.16
O -2.98119 7.34033 -3.39215 -1.1338 0.3246 -0.3606 -0.64
O -1.21250 5.99401 -2.44273 -0.0109 -0.1302 -0.1349 -0.27
C -2.26623 5.17522 -1.87289 0.0352 -0.5008 0.3274 -0.78
C -1.65178 3.79795 -1.66495 -0.8714 0.6727 0.8794 0.00
C -0.75310 8.49456 -2.65921 -0.8350 -0.3113 0.6003 -0.93
H -3.11770 5.10148 -2.54591 0.0899 0.1992 -0.1363 0.50
H -2.60027 5.62679 -0.93955 0.1217 0.0333 -0.0443 0.29
H -2.33798 3.19563 -1.05986 -0.2710 -0.0516 -0.5219 -0.40
H -0.80728 3.87613 -0.98258 0.5190 0.0605 -0.6400 0.12
H -1.48815 3.36562 -2.64470 0.5341 -0.3998 0.1973 0.48
H 0.27828 8.23230 -2.45868 0.1503 0.0859 -0.3223 0.32
H -1.27671 8.59235 -1.70661 0.0928 0.2023 -0.0154 0.31
H -0.91192 9.38525 -3.25695 0.2598 0.0429 -0.1005 0.37
O -2.34703 -2.11323 -2.74116 -0.3796 -0.6537 -0.4075 -0.68
S -1.63137 -1.12646 -2.03137 -0.6067 0.9634 1.3454 0.99
O -0.31801 -0.76856 -2.45086 1.7414 0.1397 -0.4221 0.20
O -2.44011 0.22377 -1.99874 0.0854 -0.2553 -0.5099 -0.11
C -3.87533 0.11385 -2.17624 -0.8516 0.3104 0.6669 -0.40
C -4.48216 1.34393 -1.53531 -0.2136 0.0204 -0.4978 -0.81
C -1.53004 -1.56580 -0.31808 0.1421 -1.3499 -0.9503 -0.88
H -4.24853 -0.79049 -1.69413 0.1958 -0.0787 0.0004 0.48
H -4.16850 0.08115 -3.22277 0.4885 -0.1868 -0.1466 0.26
H -5.55791 1.20720 -1.41571 0.0254 -0.0825 0.0291 0.48
H -4.34975 2.17918 -2.22236 0.1227 0.2297 0.3078 0.27
H -4.04279 1.55611 -0.56416 0.0455 0.0351 0.0233 -0.10
H -0.67741 -1.09507 0.15632 -0.2746 0.3369 0.2454 -0.13
H -1.31092 -2.63597 -0.42600 0.0825 0.0977 0.3379 0.52
H -2.50693 -1.51283 0.14990 0.0297 0.4133 0.1365 0.49
```
Forces are in eV/Å.

The energy relative to the best compared isomer or geometry (same formula, charge and spin) is 49.0 kcal/mol. The value obtained for the HOMO energy is -0.397 Eh. As for the multiplicity: 1. The gap between HOMO and LUMO is 8.598 eV.

=====

Entry 4:
This record from the OMol25 dataset describes a structure of composition C5H4Cl3NO at a distorted geometry. The level of theory is ωB97M-V/def2-TZVPD.

Structure (XYZ):
```
14
Properties=species:S:1:pos:R:3:forces:R:3:mulliken_charge:R:1
C 0.41557 -2.23277 0.60069 0.0822 3.0457 -3.7508 -0.11
C 0.16335 -1.33178 -0.62451 -1.4515 -2.6716 1.2080 0.40
C -1.19414 -1.56649 -0.80775 2.9924 1.5645 1.6200 0.20
C 1.29956 -0.64416 -1.30346 -0.4611 0.5505 2.5317 -1.10
C -4.53944 -0.18009 0.45138 0.6105 -2.1106 -1.2082 0.07
N -0.66768 -2.69969 1.07032 -0.7531 0.0690 0.5833 -0.47
O -1.67724 -2.16696 0.28024 -1.0593 -1.7860 0.2346 -0.10
Cl -4.62428 -0.19399 2.07801 -0.1344 0.1756 2.0241 -0.04
Cl -4.97372 1.23816 -0.22248 -0.5805 1.9612 -0.7069 -0.04
Cl -2.36430 -0.98574 -1.84793 -0.1878 0.2303 -0.7741 -0.12
H 1.42895 -2.36776 0.90337 0.1977 -0.5836 0.8438 0.41
H 1.07180 -0.13885 -2.20865 -0.0929 -0.0469 -0.9955 0.35
H 1.57204 0.16540 -0.55821 0.2125 -0.7700 -0.9360 0.26
H 2.06964 -1.40424 -1.31095 0.6252 0.3720 -0.6741 0.29
```
Forces are in eV/Å.

The energy relative to the best compared isomer or geometry (same formula, charge and spin) is 84.6 kcal/mol. The value obtained for the HOMO energy is -0.327 Eh. As for the multiplicity: 1. The gap between HOMO and LUMO is 8.292 eV.

=====

Here are the calculated E numbers, same order: -367.55519, -1823.76086, -7379.92528, -1703.30522 (Ha).